{
  "formula": "C13H20O2Si",
  "method": "the ωB97M-V functional and the def2-TZVPD basis",
  "symbols": ["C", "H", "C", "C", "H", "C", "H", "H", "H", "C", "C", "H", "H", "H", "O", "C", "C", "H", "H", "C", "H", "H", "H", "H", "C", "Si", "H", "C", "O", "H", "H", "H", "C", "H", "H", "C"],
  "positions_angstrom": [[-0.060208, 0.412934, -0.510508], [-4.603523, -0.143435, -1.524228], [-3.826808, -0.883028, -1.476973], [3.036086, 2.112442, 0.796475], [-0.132085, -1.708607, -2.969958], [-4.077267, -1.851434, 1.413157], [5.499232, 2.125882, 1.671934], [-2.247395, -3.441850, -0.630825], [3.072539, 2.750865, 1.662178], [0.876414, 1.710161, 1.784317], [0.306881, -0.890874, -2.358171], [1.313637, 2.085539, 2.729338], [-0.868064, -2.351899, -0.804094], [1.063030, -1.266039, -1.715702], [-0.670489, -0.220118, -1.631890], [1.688143, 1.564631, 0.639521], [-0.869764, 0.612095, 0.637657], [1.869442, 1.008320, -1.359440], [5.975441, 3.140634, 0.306348], [-0.399177, 1.230362, 1.719391], [6.297564, 1.427611, 0.262928], [-4.459926, -2.829723, 1.134657], [0.838174, -0.139460, -2.931352], [-3.051057, -0.634539, -2.221777], [-1.745697, -2.545831, -0.170130], [-2.947815, -1.133606, 0.065137], [4.149511, 1.293692, -0.864739], [4.192830, 1.910757, 0.060415], [-2.137458, 0.202441, 0.666324], [-4.162675, -1.782212, -1.851043], [-3.487756, -2.139925, 2.288992], [-4.824287, -1.101646, 1.702641], [1.231672, 0.876392, -0.481402], [-1.348687, -2.895258, 0.775410], [-1.051539, 1.354966, 2.524666], [5.561085, 2.139762, 0.660745]],
  "forces_ev_per_a": [[-1.4235, -0.2908, -0.4003], [-0.3798, 0.3513, 0.0429], [1.1969, 2.0948, -1.0129], [2.2479, -0.3136, -1.8442], [0.1830, 0.7777, 0.3046], [0.7528, 0.7413, 0.1554], [0.1047, -0.0431, 3.0594], [0.2045, 0.8047, 0.4123], [0.5284, 0.0165, 0.4545], [1.4911, -0.1455, -0.5728], [0.1201, -0.0679, -1.5094], [-0.4695, 0.0421, -0.7996], [-0.4424, -0.0101, 0.2486], [0.5997, -0.9227, 0.7593], [0.3878, 1.1467, 2.3088], [0.1770, 0.3558, 1.2864], [-0.2319, -1.3564, -2.7411], [-0.3259, -0.7072, 0.1090], [-0.4240, -0.9606, 0.6073], [0.9413, 0.8914, 1.2828], [-0.3668, -0.0702, 0.3689], [-0.6307, 0.2118, -0.5290], [0.0426, -0.1703, -0.9215], [-0.2222, 0.3929, 0.2375], [0.3360, -0.9568, -0.9008], [0.8030, -1.5946, 1.4857], [-0.0520, 0.5330, 0.6818], [-2.1554, -1.0336, 1.2025], [-1.6499, -0.4537, -0.2283], [-1.1903, -2.2272, -0.4676], [0.1472, 0.5553, 0.1211], [-0.1950, -0.5900, 0.0735], [0.3515, 1.2341, -0.5256], [0.0142, -0.0417, 0.3961], [-0.9682, 0.0390, 1.2250], [0.4981, 1.7674, -4.3703]],
  "nbo_charge": [0.31, 0.25, -1.18, -0.20, 0.20, -1.13, 0.21, 0.24, 0.19, -0.19, -0.26, 0.22, 0.23, 0.18, -0.53, -0.08, 0.26, 0.22, 0.21, -0.24, 0.22, 0.24, 0.18, 0.26, -1.15, 1.91, 0.19, -0.17, -0.83, 0.24, 0.24, 0.23, -0.29, 0.23, 0.22, -0.63],
  "homo_lumo_gap_ev": 8.511,
  "energy_ev": -25777.85017,
  "e_lumo_ev": 0.838
}

{
  "formula": "C36H29BrN2O6PPbSe2",
  "method": "the ωB97M-V functional and the def2-TZVPD basis",
  "symbols": ["N", "Se", "H", "H", "O", "H", "H", "C", "H", "C", "H", "C", "C", "H", "C", "H", "H", "O", "C", "C", "H", "H", "C", "C", "C", "O", "H", "H", "H", "C", "H", "H", "H", "C", "C", "C", "C", "H", "C", "C", "O", "Se", "P", "C", "H", "C", "H", "O", "C", "C", "C", "C", "H", "H", "H", "C", "O", "H", "C", "C", "N", "C", "C", "H", "H", "Br", "C", "C", "C", "H", "C", "C", "H", "C", "C", "C", "Pb", "H"],
  "positions_angstrom": [[-1.616286, -23.977312, 6.168079], [-4.046644, -18.667774, 3.741288], [5.572681, -19.295123, 1.496514], [-7.149485, -17.886842, 3.295684], [-0.472582, -23.773465, -0.846824], [6.418397, -21.247038, 2.761277], [-9.457040, -17.676763, 3.087009], [-3.011234, -24.323066, 7.994565], [-5.910748, -25.057876, 1.847859], [4.532265, -21.920348, 3.303349], [-3.619259, -23.210328, 6.234826], [-9.095110, -18.481992, 3.729509], [-5.831407, -22.897396, 4.541437], [2.965613, -18.947420, 1.443888], [-3.894558, -26.461443, 8.571438], [-0.870127, -25.207416, -2.294257], [0.460371, -25.555651, -1.139612], [-2.483395, -21.675254, 4.544937], [-1.603334, -21.644015, 3.586629], [0.438040, -23.741997, 5.213024], [-2.682573, -26.016353, 2.138671], [-2.379412, -25.090337, 11.202523], [-0.961443, -23.689158, 0.453260], [-9.475565, -20.333549, 5.224068], [3.434925, -19.820066, 1.888733], [-4.179817, -25.571972, 6.314722], [1.532168, -20.446144, 2.655725], [-6.277280, -24.981686, 4.399021], [-7.566072, -21.208881, 6.021762], [-1.693292, -22.753785, 2.515468], [0.322398, -24.638699, 4.640019], [-5.903376, -22.904563, 5.614217], [-3.461560, -27.236005, 10.539874], [-5.510239, -22.918589, 1.809247], [-0.503473, -25.089430, -1.241057], [-1.616820, -24.881893, 0.673102], [2.585009, -20.671239, 2.552917], [-4.534309, -27.355977, 8.213558], [-7.719239, -18.638933, 3.821064], [-5.450772, -21.703413, 3.890279], [-0.676707, -20.855514, 3.684355], [-4.821433, -20.403815, 6.831149], [-5.320347, -20.015881, 4.716147], [-2.573654, -24.073802, 9.287119], [-3.046034, -24.018583, 3.617895], [5.386693, -21.080610, 2.629429], [2.084865, -23.667318, 3.120285], [-1.391283, -25.825959, -0.329946], [-7.189899, -19.610664, 4.675442], [-5.995278, -24.121610, 3.818435], [-2.705242, -23.317723, 6.860788], [-5.327367, -21.724645, 2.517155], [-4.978737, -24.994456, 6.116119], [4.894398, -22.840843, 3.859829], [-4.948449, -20.909293, 1.873358], [1.484061, -22.806357, 4.901369], [-2.214744, -22.199737, 7.509323], [-11.041435, -19.210515, 4.197400], [-3.327641, -26.396329, 9.830407], [-8.027576, -20.413087, 5.449290], [-0.527834, -23.315202, 5.927893], [-2.773499, -25.157496, 10.185742], [2.242646, -22.816074, 3.819045], [-2.047970, -23.147110, 9.581637], [-5.164397, -22.962043, 0.803659], [1.711777, -21.409253, 6.145506], [4.823653, -20.079347, 1.847899], [-0.935375, -22.621764, 1.347053], [-2.339774, -25.033598, 1.854272], [-0.343787, -21.694854, 1.161003], [-3.759531, -25.435199, 7.643945], [3.182204, -21.737410, 3.255586], [-10.073653, -21.100627, 5.714908], [-9.989922, -19.363671, 4.380898], [-5.746445, -24.120171, 2.450423], [-2.389771, -23.985982, 2.738178], [-1.921869, -20.418452, 6.242395], [-1.731661, -24.851104, 5.725420]],
  "forces_ev_per_a": [[0.9623, 0.4612, -0.7106], [-0.0018, 0.3101, -0.4141], [-1.3708, -1.0776, -0.1166], [0.6572, -0.3771, -0.0469], [0.5936, 1.5624, -0.0587], [1.1805, 0.1668, -0.2724], [-0.1443, -0.2820, 0.2212], [-0.6713, 1.3917, -1.0375], [0.4808, 1.0373, 0.7210], [0.5286, -2.0862, 0.8795], [0.7629, 0.4702, 0.0187], [-0.1975, -0.4700, 0.0471], [0.4053, -0.5060, -1.2371], [0.4989, 0.0227, -0.2564], [-1.8016, -2.0898, -1.7362], [0.1534, 0.2952, 0.9214], [0.7182, -0.2060, 0.0130], [-0.6613, -1.1820, -1.4476], [-0.7412, -0.7673, 1.5573], [-0.8908, 0.0887, 0.0783], [-0.5644, -0.0090, -0.0912], [-0.1045, 0.2226, -0.1916], [-0.3922, -0.2572, -0.6699], [2.3879, -0.3788, 0.6358], [0.4862, 0.0971, -0.4098], [-1.4592, 0.4359, 0.0624], [-0.1363, -0.2943, -0.0879], [-0.0450, -0.4639, -0.1963], [-0.3476, 0.1224, 0.3005], [-0.0771, -0.5559, 0.2068], [0.3120, -0.7548, -0.4337], [-0.1930, 0.1226, 0.3592], [0.2607, 0.7718, -0.4451], [1.0901, -0.0963, 0.8467], [-0.9495, -1.4269, -0.4480], [-0.1116, -0.4141, 1.1734], [0.9625, -0.3292, 0.8500], [1.2718, 1.3109, 0.7671], [-0.7900, 0.3604, 0.5396], [-0.5190, 0.3126, 0.3287], [0.9914, 0.3299, -1.4320], [-0.1943, 0.1342, -0.5324], [-1.2253, -1.0458, 1.0179], [-0.3180, -1.9112, 0.8394], [0.5114, -0.1999, -0.2141], [-1.3083, 0.1755, -0.4173], [0.0555, 0.5404, 0.4776], [-0.0674, 1.7468, 0.2415], [1.0144, -0.2049, 0.1582], [0.4963, 2.1648, 0.8016], [0.1808, 0.1136, 3.0199], [0.4852, -0.5788, -1.5611], [1.6142, -0.8937, 0.5410], [-0.2549, 1.3896, -0.6296], [-0.4261, 0.0008, 1.0227], [0.6948, 0.4547, -0.0585], [-0.5989, 0.1535, -1.3529], [-0.2225, -0.3032, 0.1590], [-0.5909, 0.8662, 0.1047], [-1.9689, 0.3010, -1.8076], [0.0600, 0.8005, 0.4790], [1.0218, 0.1586, 0.5768], [0.7214, 0.0359, -1.4569], [-0.5219, -0.7556, -0.4266], [-0.2703, 0.1502, -0.8965], [0.0995, 0.4384, 0.2318], [1.2661, 2.0747, 0.6181], [0.4096, 0.3978, -0.4770], [0.7786, -1.0200, -0.6948], [-0.5866, -0.9120, 0.1047], [0.5810, -0.1760, 0.6806], [-2.6412, -1.1862, 0.4454], [-0.1443, 0.4103, -0.0772], [0.9791, 0.6349, -0.2166], [-1.5007, -1.1821, -0.3499], [-0.0861, 2.3509, 0.8855], [-0.0485, 0.1466, 0.5273], [-0.5288, -1.1386, -0.5517]],
  "mulliken_charge": [0.16, -0.40, 0.23, 0.31, -0.49, 0.43, 0.35, 0.33, 0.31, -0.31, -0.99, -0.33, -0.39, 0.40, -0.15, 0.21, 0.26, -0.84, -0.19, -0.42, 0.51, 0.33, 0.79, -0.70, -0.60, -0.62, 0.56, 0.47, 0.37, 0.75, 0.43, 0.65, 0.34, -0.57, -0.22, 0.80, -0.17, 0.24, -0.65, 0.96, -0.50, -0.37, 0.12, -0.89, 0.62, -0.43, 0.28, -0.53, 0.82, -0.96, 2.12, -0.54, 0.16, 0.26, 0.21, 0.54, -0.83, 0.36, -0.79, -0.36, -0.39, -0.45, -0.67, 0.34, 0.39, -0.13, -0.59, -1.05, -1.34, 0.30, 0.18, 0.14, 0.35, -0.50, -0.47, 0.13, 0.94, 0.38],
  "total_charge": -1,
  "homo_lumo_gap_ev": 7.437,
  "energy_ev": -268340.70673,
  "e_lumo_ev": 2.378,
  "e_above_lowest_kj_mol": 61.36
}